Entry 1:
The following is a quantum chemistry calculation of 12 unconnected molecules or ions with the total composition C51H112F6N5O13 in a non-equilibrium geometry, from the Open Molecules 2025 dataset.

## Properties
- E_tot: -3860.89926 Eh
- Frontier orbital gap: 2.274 eV
- Total charge: -3

Last column: Mulliken charge in e.
Element x y z (Å)
C -1.45 -0.42 -24.37  -0.2940
O -1.59 -1.24 -23.16  -0.0739
O -1.65 0.82 -24.12  -0.8560
C -0.09 -0.80 -24.99  0.8358
F -0.18 -1.97 -25.71  -0.3201
F 0.30 0.16 -25.86  -0.3107
F 0.96 -1.02 -24.17  -0.1231
C -1.73 -2.62 -23.28  -0.0070
C -2.04 -3.19 -21.89  -0.9770
H -3.08 -2.98 -21.65  0.3775
H -1.68 -4.21 -21.77  0.2285
H -1.54 -2.57 -21.13  0.1139
H -0.85 -3.16 -23.67  0.0298
H -2.60 -2.84 -23.93  0.3825
H -2.24 -0.74 -25.12  0.0266
C -2.91 0.16 -15.40  0.0827
O -2.48 -1.23 -15.62  -0.3181
O -3.11 0.73 -16.51  -0.7653
C -4.11 0.12 -14.42  0.7618
F -4.76 1.30 -14.33  -0.3012
F -5.04 -0.81 -14.74  -0.3076
F -3.72 -0.21 -13.14  -0.3303
C -1.48 -1.72 -14.75  0.6431
C -1.24 -3.18 -14.97  -0.8518
H -1.11 -3.30 -16.06  0.1384
H -0.36 -3.54 -14.43  -0.1118
H -2.08 -3.84 -14.72  0.5005
H -1.75 -1.47 -13.72  0.3536
H -0.55 -1.19 -15.00  -0.3942
H -2.06 0.61 -14.80  -0.0431
C 1.85 -1.63 -21.01  -0.6340
C 2.33 -1.87 -19.56  1.6809
C 3.73 -1.21 -19.56  -1.6993
C 4.31 -1.14 -18.14  2.0498
C 3.36 -0.29 -17.33  -0.6245
C 1.94 -0.89 -17.23  2.5938
N 1.50 -1.27 -18.56  1.3968
O 0.26 -1.89 -18.54  -0.9409
C 1.06 0.26 -16.68  -1.6991
C 2.00 -2.05 -16.21  0.7828
C 2.52 -3.40 -19.42  0.9350
H 2.52 -2.23 -21.65  -0.2987
H 1.96 -0.62 -21.39  0.1843
H 0.85 -2.01 -21.20  -0.1445
H 3.61 -0.17 -19.88  0.5652
H 4.47 -1.79 -20.13  0.0728
H 5.32 -0.71 -18.16  -0.7120
H 4.43 -2.15 -17.73  -0.8205
H 3.28 0.68 -17.82  -0.4030
H 3.77 -0.08 -16.33  -1.0010
H 1.39 1.18 -17.17  -0.0789
H 1.24 0.32 -15.60  0.2622
H 0.00 0.11 -16.92  0.4351
H 2.05 -1.62 -15.20  0.5791
H 2.86 -2.71 -16.35  -1.0442
H 1.06 -2.60 -16.30  -0.8550
H 2.93 -3.59 -18.42  -1.0941
H 3.24 -3.73 -20.17  -0.8327
H 1.55 -3.90 -19.47  0.2156
C 0.63 -7.95 -12.07  -1.4626
C 1.66 -7.67 -13.16  0.6395
C 1.11 -7.30 -14.53  -0.3233
C 2.26 -7.09 -15.50  1.0949
C 1.85 -6.81 -16.95  -0.3221
C 0.82 -5.69 -17.12  -1.3768
H -0.13 -8.71 -12.22  0.3768
H 0.22 -7.03 -11.65  0.2840
H 1.24 -8.30 -11.23  0.3546
H 2.27 -6.83 -12.83  -0.6908
H 2.31 -8.55 -13.24  0.3945
H 0.57 -6.35 -14.42  -0.0911
H 0.36 -8.01 -14.90  0.4413
H 2.85 -6.24 -15.13  -1.3844
H 2.88 -8.00 -15.47  0.7028
H 2.73 -6.63 -17.57  -0.0072
H 1.32 -7.72 -17.27  0.4390
H -0.11 -6.01 -16.65  0.6162
H 1.08 -4.67 -16.86  0.0538
H 0.66 -5.66 -18.20  0.2714
C 6.19 -2.22 -13.82  -1.2958
C 5.98 -1.06 -14.79  1.8595
C 5.78 0.32 -14.19  -1.2235
C 4.50 0.42 -13.37  0.8099
C 4.28 1.81 -12.78  -0.6486
C 2.84 2.20 -12.47  -1.2252
H 6.73 -3.01 -14.34  0.2148
H 5.23 -2.65 -13.53  0.1129
H 6.82 -1.94 -12.97  0.4763
H 6.81 -0.97 -15.51  -0.6775
H 5.19 -1.30 -15.52  -0.6672
H 5.66 0.99 -15.05  0.3875
H 6.65 0.64 -13.62  0.5492
H 3.69 0.19 -14.08  -0.5680
H 4.38 -0.36 -12.61  0.3289
H 4.87 1.91 -11.85  0.2616
H 4.76 2.53 -13.44  0.3552
H 2.25 2.20 -13.39  0.2210
H 2.35 1.57 -11.74  0.3202
H 2.84 3.22 -12.07  0.4021
C 7.30 -4.40 -20.54  -1.2869
C 6.26 -5.15 -19.71  0.2558
C 6.36 -4.93 -18.20  0.2421
C 5.27 -5.69 -17.45  0.8884
C 5.51 -5.63 -15.94  1.6644
C 6.69 -6.48 -15.44  -1.8548
H 7.18 -3.33 -20.35  0.1225
H 7.25 -4.58 -21.61  0.3472
H 8.32 -4.64 -20.21  0.4249
H 5.29 -4.74 -20.00  -0.5602
H 6.25 -6.23 -19.90  0.4382
H 6.23 -3.85 -18.02  -0.5375
H 7.37 -5.17 -17.83  0.6575
H 4.32 -5.18 -17.60  -1.4988
H 5.26 -6.74 -17.74  0.7725
H 5.61 -4.61 -15.57  -0.7723
H 4.61 -6.03 -15.45  -0.5236
H 6.66 -6.68 -14.37  0.4628
H 6.68 -7.44 -15.96  0.4077
H 7.65 -6.02 -15.70  0.2995
C 8.23 1.30 -20.51  -1.4897
C 8.03 0.54 -19.20  0.3907
C 8.89 -0.70 -19.14  -0.7358
C 8.77 -1.47 -17.80  0.8798
C 9.53 -2.79 -17.74  0.2427
C 11.04 -2.63 -17.60  -1.4261
H 7.98 0.66 -21.36  0.3364
H 9.29 1.54 -20.65  0.3788
H 7.71 2.26 -20.56  0.3846
H 8.33 1.16 -18.35  0.3216
H 6.97 0.29 -19.14  -0.1857
H 9.96 -0.44 -19.25  0.3766
H 8.64 -1.47 -19.89  0.2396
H 9.04 -0.79 -16.98  0.5484
H 7.70 -1.69 -17.71  -1.0528
H 9.07 -3.30 -16.89  0.3080
H 9.35 -3.35 -18.65  -0.3952
H 11.56 -3.50 -17.19  0.4249
H 11.52 -2.32 -18.54  0.3110
H 11.23 -1.82 -16.89  0.3002
C 2.73 -3.73 -13.23  -0.5157
C 3.25 -4.32 -11.91  -0.8808
C 2.16 -4.21 -10.83  -0.6410
C 2.11 -5.36 -9.83  0.2198
C 1.20 -5.04 -8.65  -0.6027
C 1.22 -6.09 -7.54  -1.2738
H 2.61 -2.66 -13.03  0.4938
H 1.78 -4.16 -13.54  0.7350
H 3.42 -3.88 -14.06  -0.8051
H 3.59 -5.35 -12.08  0.3537
H 4.14 -3.79 -11.58  0.5155
H 1.18 -4.15 -11.31  0.2391
H 2.30 -3.31 -10.23  0.4473
H 1.74 -6.27 -10.31  -0.4849
H 3.09 -5.66 -9.44  0.3187
H 1.44 -4.03 -8.27  0.3727
H 0.17 -4.80 -8.94  0.4368
H 0.34 -5.93 -6.91  0.3694
H 1.24 -7.10 -7.93  0.3171
H 2.05 -5.93 -6.85  0.2866
C -1.36 3.61 -16.26  -0.7868
N -0.28 3.18 -17.20  1.0043
O 0.85 3.58 -16.88  -0.6142
O -0.52 2.51 -18.15  -0.3535
H -0.89 4.24 -15.51  0.3307
H -1.89 2.79 -15.79  0.1658
H -2.01 4.32 -16.77  0.2871
C 2.38 3.16 -19.87  -0.5894
N 1.76 2.16 -20.79  0.8902
O 2.24 2.01 -21.91  -0.6081
O 0.87 1.53 -20.29  -0.2723
H 3.21 3.65 -20.37  0.3202
H 2.80 2.56 -19.06  0.1020
H 1.59 3.82 -19.53  0.2189
C 1.22 -5.27 -22.21  -0.3097
N 1.81 -6.63 -22.03  1.0617
O 1.74 -7.40 -22.98  -0.6464
O 2.38 -6.88 -20.99  -0.5244
H 0.21 -5.26 -21.81  0.3416
H 1.22 -5.12 -23.29  0.3526
H 1.89 -4.54 -21.76  -0.2640
C 4.61 -4.60 -22.95  -0.5306
N 4.07 -3.78 -24.06  1.0727
O 4.03 -4.29 -25.16  -0.6649
O 3.64 -2.69 -23.76  -0.4842
H 5.49 -5.09 -23.39  0.3923
H 3.98 -5.47 -22.81  0.1851
H 4.94 -4.04 -22.09  -0.0500

---

Entry 2:
The following is a quantum chemistry calculation of C3H5NS2 in the gas phase in a non-equilibrium geometry, from the Open Molecules 2025 dataset.

## Properties
- E_tot: -968.35404 Eh
- Relative energy (zero: lowest compared OMol25 entry of this formula, charge and spin): 239.0 kJ/mol
- Frontier orbital gap: 7.977 eV

Last column: Mulliken charge in e.
Element x y z (Å)
N 0.96 1.73 -0.09  -0.5063
C 1.04 0.31 0.09  0.1780
S 2.33 -0.69 -0.23  -0.2143
C -0.08 -0.04 1.02  -0.4217
C -1.19 -0.67 0.02  -0.1602
S -2.70 -0.09 -0.24  -0.1988
H 0.00 2.28 -0.37  0.2668
H 1.57 2.03 -0.74  0.2617
H -0.61 0.88 1.46  0.2743
H 0.17 -0.93 1.69  0.2825
H -0.50 -1.48 -0.67  0.2379

---

no.,lowest unoccupied orbital energy (eV)
1,4.47
2,-0.87